Entry from the OMol25 dataset: one molecule with the formula C34H46NO8P (ωB97M-V/def2-TZVPD).

Cartesian coordinates (Å):
C (0.6954, -1.8579, 6.3384)
C (-0.5589, -1.6726, 6.7797)
C (-1.5826, -0.8546, 6.0479)
C (-1.0630, -0.3236, 4.7358)
C (-0.4292, 0.9226, 4.7422)
C (-0.2176, 1.6924, 6.0308)
O (-1.2028, 2.6754, 6.3433)
N (-2.4682, 2.3094, 5.8918)
O (-3.2664, 3.1122, 6.1743)
C (0.0235, 1.4517, 3.5408)
C (-0.1199, 0.7563, 2.3401)
C (-0.7322, -0.4962, 2.3218)
C (-0.8429, -1.2733, 1.0343)
C (0.5160, -1.7226, 0.4790)
C (0.5057, -1.8654, -1.0469)
C (-0.0344, -3.2652, -1.3995)
C (-1.1102, -3.3888, -2.4747)
C (-2.3532, -2.4939, -2.3141)
C (-2.8573, -2.0221, -3.6759)
C (-2.1352, -0.7921, -4.2287)
C (-1.4065, -1.0186, -5.5598)
C (0.0620, -1.3672, -5.4363)
C (0.8338, -1.2430, -6.7510)
C (0.7078, 0.1224, -7.4136)
C (-1.1964, -1.0398, 3.5435)
P (-1.9304, -2.7030, 3.4401)
O (-0.9394, -3.6251, 2.8752)
O (-2.4341, -3.2444, 4.8427)
O (-3.2399, -2.6435, 2.5342)
C (0.4414, 1.4156, 1.1170)
O (-0.0851, 1.3622, 0.0339)
C (1.6976, 2.1878, 1.3470)
C (2.7424, 2.2820, 0.4269)
C (2.7440, 1.6317, -0.9242)
C (2.9234, 2.7301, -2.0123)
O (2.1831, 2.5448, -3.1806)
C (0.7881, 2.6496, -2.9712)
C (0.3132, 4.0140, -2.4726)
C (3.8516, 3.0531, 0.7589)
C (3.9316, 3.7447, 1.9513)
C (2.9036, 3.6523, 2.8658)
C (1.8087, 2.8783, 2.5503)
C (0.6942, 2.7730, 3.5058)
O (0.3640, 3.7141, 4.1835)
H (1.5307, -1.7424, 7.0075)
H (0.9114, -2.1049, 5.3106)
H (-0.8113, -2.1212, 7.7285)
H (-1.7796, -0.0159, 6.6968)
H (-2.5321, -1.3478, 5.9344)
H (0.7384, 2.1797, 5.9710)
H (-0.1273, 0.9788, 6.8364)
H (-1.4145, -2.1614, 1.1813)
H (-1.3741, -0.6746, 0.3090)
H (0.6779, -2.7201, 0.8647)
H (1.3137, -1.0958, 0.8623)
H (1.5252, -1.7468, -1.3929)
H (-0.0625, -1.0611, -1.4990)
H (0.8053, -3.8653, -1.7313)
H (-0.4545, -3.7108, -0.5060)
H (-1.4642, -4.4137, -2.4525)
H (-0.7072, -3.2411, -3.4672)
H (-3.1365, -3.1038, -1.8766)
H (-2.1532, -1.6722, -1.6384)
H (-3.9139, -1.7969, -3.5798)
H (-2.7942, -2.8615, -4.3602)
H (-1.4797, -0.3735, -3.4749)
H (-2.8887, -0.0375, -4.4177)
H (-1.4990, -0.0957, -6.1221)
H (-1.9489, -1.7573, -6.1387)
H (0.1276, -2.4166, -5.1669)
H (0.5608, -0.7974, -4.6622)
H (0.5012, -2.0532, -7.3921)
H (1.8729, -1.4410, -6.5147)
H (1.5554, 0.2855, -8.0646)
H (0.6588, 0.9024, -6.6668)
H (-0.1697, 0.1379, -8.0458)
H (-3.3704, -3.0377, 4.9577)
H (-3.0700, -3.2667, 1.8163)
H (3.6168, 0.9888, -0.9698)
H (1.8888, 1.0048, -1.0979)
H (2.7406, 3.6990, -1.5528)
H (3.9633, 2.7245, -2.3070)
H (0.4092, 1.8731, -2.3193)
H (0.3386, 2.4679, -3.9350)
H (-0.4447, 4.4072, -3.1363)
H (-0.1632, 3.9160, -1.5057)
H (1.1036, 4.7496, -2.4373)
H (4.6715, 3.1275, 0.0655)
H (4.7870, 4.3591, 2.1678)
H (2.9357, 4.1687, 3.8067)

Properties
HOMO energy = -9.12 eV
Gap between HOMO and LUMO = 8.21 eV
SMILES = C=CCc1c(CON=O)c2c(c(CCCCCCCCCCCC)c1P(=O)(O)O)C(=O)c1c(CCOCC)cccc1C2=O

Atom-resolved charges from Löwdin, all expressed in e: number 1, C, carries 0.03; number 2, C, carries -0.14; number 3, C, carries -0.17; number 4, C, carries -0.15; number 5, C, carries -0.08; number 6, C, carries -0.13; number 7, O, carries -0.05; number 8, N, carries -0.03; number 9, O, carries 0.08; number 10, C, carries -0.01; number 11, C, carries -0.01; number 12, C, carries -0.09; number 13, C, carries -0.15; number 14, C, carries -0.17; number 15, C, carries -0.18; number 16, C, carries -0.18; number 17, C, carries -0.19; number 18, C, carries -0.20; number 19, C, carries -0.20; number 20, C, carries -0.19; number 21, C, carries -0.21; number 22, C, carries -0.23; number 23, C, carries -0.26; number 24, C, carries -0.11; number 25, C, carries -0.09; number 26, P, carries 0.46; number 27, O, carries -0.25; number 28, O, carries -0.11; number 29, O, carries -0.11; number 30, C, carries -0.25; number 31, O, carries 0.13; number 32, C, carries -0.02; number 33, C, carries -0.14; number 34, C, carries -0.09; number 35, C, carries -0.21; number 36, O, carries -0.13; number 37, C, carries -0.26; number 38, C, carries -0.05; number 39, C, carries -0.02; number 40, C, carries -0.04; number 41, C, carries 0.00; number 42, C, carries -0.09; number 43, C, carries -0.29; number 44, O, carries 0.15; number 45, H, carries 0.06; number 46, H, carries 0.07; number 47, H, carries 0.10; number 48, H, carries 0.10; number 49, H, carries 0.10; number 50, H, carries 0.12; number 51, H, carries 0.11; number 52, H, carries 0.05; number 53, H, carries 0.11; number 54, H, carries 0.10; number 55, H, carries 0.11; number 56, H, carries 0.10; number 57, H, carries 0.09; number 58, H, carries 0.11; number 59, H, carries 0.10; number 60, H, carries 0.11; number 61, H, carries 0.08; number 62, H, carries 0.10; number 63, H, carries 0.09; number 64, H, carries 0.10; number 65, H, carries 0.11; number 66, H, carries 0.10; number 67, H, carries 0.10; number 68, H, carries 0.09; number 69, H, carries 0.11; number 70, H, carries 0.09; number 71, H, carries 0.11; number 72, H, carries 0.10; number 73, H, carries 0.10; number 74, H, carries 0.06; number 75, H, carries 0.07; number 76, H, carries 0.07; number 77, H, carries 0.09; number 78, H, carries 0.09; number 79, H, carries 0.12; number 80, H, carries 0.09; number 81, H, carries 0.11; number 82, H, carries 0.12; number 83, H, carries 0.08; number 84, H, carries 0.11; number 85, H, carries 0.07; number 86, H, carries 0.07; number 87, H, carries 0.07; number 88, H, carries 0.12; number 89, H, carries 0.11; number 90, H, carries 0.12